Computed, not measured: C14H11N4OS3SbSr as an isolated structure, with ωB97M-V with the def2-TZVPD basis set.

Summary:
2S+1: 2
Charge: -1
HOMO-LUMO gap (alpha / beta) (eV): 6.73 / 6.36
ΔE to the lowest compared entry with this formula, charge and spin (kcal per mole): 11.4

Element x y z (Å)
Sr1 2.1930 -0.5980 -2.3591
S1 4.8769 -4.9164 -1.8903
Sb1 3.9379 -3.2856 -3.1254
S2 1.5848 -3.1992 -2.8907
S3 4.8794 -1.1345 -2.5396
C1 -0.3433 -0.3896 3.0274
N1 0.9856 -0.5667 2.4690
C2 2.0784 -0.7364 3.2482
C3 3.3013 -0.9108 2.7145
C4 3.3913 -0.8905 1.2779
N2 2.3322 -0.6923 0.5118
C5 1.0864 -0.5647 1.0637
O1 0.0732 -0.4585 0.4037
N3 4.5851 -1.0704 0.7089
H1 -0.2720 -0.4199 4.1130
H2 -1.0064 -1.1777 2.6743
H3 -0.7604 0.5650 2.7095
H4 1.9045 -0.7326 4.3163
H5 4.1699 -1.0615 3.3346
H6 5.3696 -1.3165 1.2844
H7 4.6854 -1.1702 -0.3086
N4 -7.3400 2.2298 -0.5177
C6 -6.2322 2.0905 -0.7974
C7 -4.8525 1.9208 -1.1433
C8 -3.8625 2.0606 -0.1703
C9 -2.5343 1.9075 -0.5116
C10 -2.1526 1.6142 -1.8284
C11 -3.1633 1.4720 -2.7916
C12 -4.4941 1.6215 -2.4588
C13 -0.7821 1.4700 -2.1723
C14 0.4059 1.3132 -2.4195
H8 -4.1432 2.2850 0.8502
H9 -1.7605 1.9904 0.2393
H10 -2.8793 1.2438 -3.8099
H11 -5.2621 1.5075 -3.2122

natural (NBO) population analysis, charges in e, atoms 1 to 4: 1.74 -0.75 1.00 -0.97

Computed, not measured: C47H37BF2N5O4TeTi as an isolated structure, with ωB97M-V with the def2-TZVPD basis set.

Summary:
2S+1: 1
Charge: +1
HOMO-LUMO gap (eV): 6.76
ΔE to the lowest compared entry with this formula, charge and spin (kcal per mole): 56.4

Element x y z (Å)
Ti1 -0.1866 0.0913 -0.6192
N1 -2.3548 -0.0034 -3.0189
C1 -2.5305 1.1645 -2.2910
C2 -3.3667 2.1575 -2.8185
C3 -3.6545 3.2625 -2.0440
C4 -3.0958 3.3709 -0.7756
C5 -2.2226 2.3830 -0.3673
N2 -1.9487 1.3035 -1.1023
C6 -1.8659 -1.2406 -2.6817
C7 -2.0102 -2.2836 -3.6188
C8 -1.5123 -3.5317 -3.3244
C9 -0.9025 -3.7478 -2.0879
C10 -0.8205 -2.6872 -1.2135
N3 -1.2803 -1.4625 -1.4997
H1 -2.7196 0.0499 -3.9625
H2 -3.7775 2.0620 -3.8113
H3 -4.3035 4.0386 -2.4193
H4 -3.3137 4.2099 -0.1341
H5 -1.7240 2.4540 0.5975
H6 -2.4942 -2.0967 -4.5653
H7 -1.5863 -4.3334 -4.0419
H8 -0.4951 -4.7100 -1.8252
H9 -0.3816 -2.8086 -0.2256
C11 -2.6804 -0.0649 6.2150
C12 -2.2738 -0.2090 4.7846
C13 -3.1302 0.1446 3.7537
C14 -2.7450 0.0602 2.4180
C15 -3.7404 0.4550 1.3845
O1 -4.3113 1.5258 1.4408
C16 -4.0667 -0.5420 0.3305
C17 -4.9764 -0.1621 -0.6591
C18 -5.3816 -1.0626 -1.6251
C19 -4.8798 -2.3560 -1.6121
C20 -3.9823 -2.7456 -0.6306
C21 -3.5729 -1.8456 0.3393
C22 -1.4315 -0.3214 2.0918
O2 -0.9432 -0.2237 0.8609
C23 -0.5809 -0.7225 3.1426
C24 -1.0024 -0.6745 4.4570
C25 0.7953 -1.1463 2.7591
N4 1.8078 -0.3829 2.7062
C26 1.8004 1.0023 3.0872
C27 0.6297 1.8301 2.5725
Te1 0.9717 3.9579 2.5780
C28 0.4541 3.8832 4.6749
C29 1.4068 3.4545 5.5869
C30 1.0552 3.2356 6.9078
C31 -0.2450 3.4613 7.3271
C32 -1.1912 3.9108 6.4222
C33 -0.8457 4.1174 5.0966
C34 0.9341 -2.5534 2.3587
C35 -0.1191 -3.4553 2.5232
C36 0.0076 -4.7620 2.0899
C37 1.1790 -5.1822 1.4801
C38 2.2454 -4.3046 1.3465
C39 2.1294 -3.0038 1.7948
H10 -3.7515 0.0919 6.3007
H11 -2.1690 0.7916 6.6553
H12 -2.4038 -0.9456 6.7900
H13 -4.1283 0.4945 3.9770
H14 -5.3787 0.8406 -0.6318
H15 -6.1037 -0.7670 -2.3725
H16 -5.2107 -3.0699 -2.3514
H17 -3.6097 -3.7590 -0.6130
H18 -2.8989 -2.1708 1.1183
H19 -0.3212 -0.9783 5.2391
H20 2.7425 1.4131 2.7051
H21 1.8331 1.0643 4.1826
H22 -0.2572 1.6683 3.1758
H23 0.4088 1.5549 1.5427
H24 2.4280 3.2990 5.2664
H25 1.7998 2.8881 7.6086
H26 -0.5145 3.3015 8.3607
H27 -2.2039 4.0991 6.7468
H28 -1.5888 4.4691 4.3941
H29 -1.0304 -3.1384 3.0089
H30 -0.8043 -5.4577 2.2406
H31 1.2669 -6.1978 1.1279
H32 3.1695 -4.6415 0.9003
H33 2.9530 -2.3138 1.7146
O3 -0.2893 3.7045 -1.6262
C40 0.7161 3.3053 -1.0951
N5 0.8885 1.9890 -0.6314
C41 2.1606 1.8158 -0.3139
O4 2.6801 0.6599 -0.0911
C42 2.8974 3.0807 -0.3324
C43 4.1863 3.4369 0.0164
C44 4.5439 4.7736 -0.1568
C45 3.6580 5.6984 -0.6887
C46 2.3658 5.3327 -1.0614
C47 1.9947 4.0215 -0.8561
H34 4.8850 2.7124 0.4062
H35 5.5396 5.0888 0.1120
H36 3.9746 6.7226 -0.8273
H37 1.6792 6.0431 -1.4963
F1 0.4529 0.1433 -2.2772
B1 1.8248 -0.5000 -0.2218
F2 2.5639 -1.5111 -0.6679

Mulliken population analysis, charges in e, atoms 1 to 4: -1.31 0.51 0.00 -1.12

Computed, not measured: a 2-piece molecular cluster, C5H14S overall, with ωB97M-V with the def2-TZVPD basis set.

Summary:
2S+1: 1
HOMO-LUMO gap (eV): 9.48
ΔE to the lowest compared entry with this formula, charge and spin (kcal per mole): 22.4

Element x y z (Å)
C1 0.6379 -0.0636 2.2797
S1 0.5922 -1.4296 1.0988
C2 2.4353 -1.7214 0.7893
H1 1.6532 0.2404 2.5523
H2 0.0611 -0.3613 3.1510
H3 0.1703 0.9199 2.0404
H4 2.5549 -2.0527 -0.2168
H5 2.7812 -0.7118 1.0015
H6 2.7805 -2.3269 1.6312
C3 -0.3191 0.8728 -2.2447
C4 -0.9912 1.0890 -0.9149
C5 -2.2956 0.2696 -0.7368
H7 0.0913 -0.1330 -2.3217
H8 0.5000 1.5819 -2.3081
H9 -0.9985 0.8793 -3.1024
H10 -1.2848 2.1245 -0.6732
H11 -0.2913 0.5945 -0.2114
H12 -2.6336 0.3763 0.3391
H13 -3.2036 0.6569 -1.2612
H14 -2.2404 -0.8050 -0.8922

natural (NBO) population analysis, charges in e, atoms 1 to 4: -0.77 0.14 -0.69 0.22